# 1
An isolated molecule of C7H12N2O5 in a non-equilibrium geometry. Source: the Open Molecules 2025 dataset; level of theory: wB97M-V/def2-TZVPD.

The SMILES is N[C@@H](CCC(=O)O)C(=O)NCC(=O)O. The total energy comes out at -20670.269 eV. As for the spin multiplicity: 1. The calculation puts the frontier orbital gap at 10.243 eV. As for the energy above the lowest of the compared OMol25 structures with the same formula, charge and spin: 59.1 kcal/mol.

Each line ends with the natural charge from an NBO analysis.
Geometry (Å):
O 2.9069 0.4155 -0.9882  -0.598
O -2.9516 -1.6955 -1.2176  -0.549
O -0.3991 -1.3518 -0.0635  -0.657
O -2.9897 -1.1664 1.0789  -0.728
O 4.4858 -0.9308 -0.4140  -0.700
N 1.3036 -0.6283 1.0560  -0.597
N 0.5525 2.1396 0.5418  -0.839
C -3.0317 -0.9044 -0.3409  0.824
C 2.2814 -1.4617 0.3549  -0.346
C 0.1849 -0.3696 0.4636  0.682
C -2.9496 0.5995 -0.5377  -0.509
C 3.2160 -0.5845 -0.3970  0.770
C -0.5431 1.0356 0.4779  -0.141
C -1.4926 0.9866 -0.7114  -0.418
H 5.1768 -0.2932 -0.5463  0.515
H 1.5612 0.1847 1.6203  0.412
H -1.1886 0.2207 -1.3335  0.248
H -2.7731 -2.0559 1.1991  0.485
H -3.3093 1.0556 0.3394  0.216
H 0.0117 2.9706 0.3879  0.355
H -1.3853 1.9706 -1.4378  0.211
H 1.7707 -2.1791 -0.2935  0.287
H 2.9703 -2.2620 0.8990  0.237
H -0.9983 1.2080 1.4686  0.227
H 1.2081 2.1212 -0.1944  0.373
H -3.6180 0.9748 -1.4115  0.238

# 2
A structure of composition C12H9N4O2S2Ti in a non-equilibrium geometry. Source: the Open Molecules 2025 dataset; level of theory: wB97M-V/def2-TZVPD.

Its expectation value of S² is 0.76. The total energy comes out at -67428.896 eV. As for the spin multiplicity: 2. The calculation puts the frontier orbital gap (spin up / spin down) at 7.752 / 7.040 eV.

Each line ends with the Löwdin spin population.
Geometry (Å):
Ti 0.4016 -0.6751 0.2289  0.175
S -1.3198 -1.8793 -0.6998  0.011
S 2.0336 -1.5668 -1.0722  0.001
O 0.1171 1.1320 0.1790  0.015
O 0.5461 -2.8336 2.2176  0.042
N -2.5220 1.7269 -5.5068  0.000
N 1.4677 2.3367 -5.7608  0.000
N 0.4125 -1.4801 1.9922  0.199
N 0.7371 0.7549 1.3355  0.132
C 0.8500 -0.7886 -2.1356  0.002
C 0.2176 -1.1114 4.4416  0.014
C -0.9059 0.5443 -3.8821  0.001
C -1.4042 -0.2668 -2.8848  0.000
C -0.4242 1.8637 3.2512  0.034
C 0.2726 -0.6391 3.0261  0.125
C -0.5588 -0.9375 -1.9880  0.001
C -1.8019 1.1995 -4.7835  0.000
C 0.4893 0.7245 -4.0020  -0.001
C 0.1977 0.6984 2.5677  0.220
C 1.0287 1.6061 -4.9904  0.000
C 1.3364 0.0609 -3.1396  0.001
H -1.2339 2.2503 2.6271  0.007
H 0.0098 -3.0728 2.9832  0.002
H 2.4052 0.1863 -3.2394  0.000
H 0.4708 -0.3012 5.1210  0.001
H 0.9412 -1.9147 4.5891  0.002
H -0.8227 1.5988 4.2280  -0.001
H -0.7752 -1.4831 4.7086  0.005
H -2.4713 -0.4003 -2.7795  0.000
H 0.3050 2.6671 3.3676  0.011

# 3
A cluster of 10 separate species, C38H40Cl8F48O6 in total in a non-equilibrium geometry. Source: the Open Molecules 2025 dataset; level of theory: wB97M-V/def2-TZVPD.

The SMILES is FC(F)C(F)(F)COC(F)(F)C(F)F.FC(F)C(F)(F)COC(F)(F)C(F)F.FC(F)C(F)(F)COC(F)(F)C(F)F.FC(F)C(F)(F)COC(F)(F)C(F)F.FC(F)C(F)(F)COC(F)(F)C(F)F.FC(F)C(F)(F)COC(F)(F)C(F)F.ClCCCl.ClCCCl.ClCCCl.ClCCCl. The total energy comes out at -282956.952 eV. As for the spin multiplicity: 1. The calculation puts the frontier orbital gap at 11.086 eV.

Each line ends with the Löwdin charge.
Geometry (Å):
Cl -10.4140 -3.0860 22.5286  0.656
Cl -13.1663 0.6511 25.0322  0.571
Cl -13.0321 -8.6761 22.0138  0.529
Cl -13.5273 0.0200 21.7186  0.634
Cl -10.8447 -6.9797 24.0834  0.632
Cl -4.5298 -8.0263 23.8304  0.585
Cl -3.9987 -3.7020 23.9260  0.608
Cl -7.5855 -4.0810 25.5915  0.735
F -7.0254 -1.7028 23.4816  0.050
F -5.5941 -3.5538 29.3694  0.070
F -7.7113 -7.5426 27.3319  0.104
F -9.7748 -3.4880 30.3310  0.128
F -8.2373 -4.1301 28.9281  0.086
F 1.2116 -2.0334 30.0737  0.132
F -8.6296 -13.6314 22.3472  0.095
F -4.4522 -3.1270 27.5169  0.043
F -13.2904 -4.5632 24.3688  0.095
F -3.0290 1.5807 24.9180  0.157
F -3.5503 -5.8047 27.4547  0.148
F -14.5805 -2.5803 20.3204  0.146
F -15.4757 -6.4329 24.3604  0.147
F 0.4449 -2.2279 28.1124  0.137
F -6.9256 1.0468 25.7126  0.163
F -2.4093 0.6226 26.7448  0.132
F -5.1081 -4.9665 19.9457  0.161
F -1.0702 -0.2775 24.3736  0.104
F -9.0388 -10.3501 27.0101  0.140
F -6.9109 -1.0822 26.1624  0.188
F 0.0056 -4.5535 29.6692  0.148
F -14.1670 -2.6687 27.2116  0.093
F -14.4150 -4.9612 29.9824  0.115
F -4.7235 -2.2116 19.3547  0.117
F -10.4297 -5.9034 29.0455  0.135
F -7.8014 -7.5203 25.1746  0.062
F -1.1083 -3.4070 31.1009  0.123
F -6.3341 -5.0054 15.9891  0.204
F -10.2948 -4.7683 27.1197  0.142
F -10.1929 -11.1919 22.6378  0.125
F -14.0835 -2.4702 29.3398  0.113
F -8.6517 -0.3250 24.0623  0.135
F -6.9078 -4.4669 20.9053  0.128
F -11.8158 -4.6312 19.9750  0.075
F -9.6526 -14.2134 24.2322  0.060
F -15.1465 -5.4207 28.0168  0.117
F -6.6106 -1.8321 20.2595  0.123
F -15.2248 -3.7953 24.9704  0.166
F -11.8537 -2.5923 19.5363  0.143
F -8.4240 -7.7526 16.9465  0.090
F -6.2680 -7.7090 16.6938  0.086
F -2.9485 -0.7807 23.5019  0.117
F -14.5648 -4.7441 20.5362  0.159
F -16.2984 -5.3226 22.7563  0.129
F -4.5854 -6.2660 29.1583  0.145
F -8.3807 -4.9392 16.4780  0.197
F -10.8885 -11.8391 24.6006  0.135
F -7.0484 -9.9862 26.1436  0.189
O -1.9502 -3.7592 29.0148  0.011
O -6.9223 -5.4467 18.0929  0.030
O -11.8416 -4.2538 28.6555  0.021
O -8.8058 -10.0102 24.8737  -0.024
O -13.3416 -3.4164 21.9257  -0.051
O -5.2141 -0.1389 24.9775  0.010
C -4.3423 0.0734 26.0817  -0.079
C -8.3620 -8.0597 26.2693  -0.305
C -4.9808 -4.1503 28.2827  -0.238
C -11.4869 -7.8304 21.5318  -0.582
C -14.5949 -3.2107 28.3722  -0.331
C -9.6767 -13.3577 23.1581  -0.277
C -2.9870 0.4193 25.5648  -0.489
C -9.8695 -11.9056 23.7130  -0.470
C 0.1116 -2.2573 29.3794  -0.360
C -14.3813 -3.1206 22.9133  -0.029
C -12.0060 0.9750 23.7439  -0.679
C -3.6778 -5.4750 23.7533  -0.613
C -2.7563 -4.9044 29.4865  -0.009
C -2.3384 -0.6503 24.6324  -0.368
C -6.0798 -4.0754 19.9585  -0.487
C -12.0354 -0.0799 22.6302  -0.696
C -4.9179 -6.3035 24.0751  -0.675
C -0.7670 -3.4781 29.7780  -0.470
C -13.8209 -3.6131 20.6172  -0.552
C -12.6436 -3.6212 19.6682  -0.352
C -14.5515 -4.2755 23.9649  -0.474
C -11.3117 -6.5590 22.3886  -0.626
C -14.2454 -4.6623 28.6565  -0.436
C -8.2866 -9.6154 26.1471  -0.520
C -15.1946 -5.5473 23.4438  -0.394
C -9.6944 -3.4781 24.1607  -0.561
C -10.4883 -4.6904 28.4208  -0.491
C -12.8511 -5.1500 28.1620  -0.047
C -8.5770 -11.3847 24.3447  -0.004
C -7.2615 -5.5502 16.7212  -0.612
C -9.4972 -3.6880 29.0344  -0.302
C -7.3658 -0.4681 23.9886  -0.306
C -8.3142 -4.2252 24.0897  -0.709
C -7.4190 -7.0293 16.3972  -0.268
C -3.9489 -5.2518 28.5844  -0.505
C -5.5703 -2.6316 20.2844  -0.351
C -6.9123 -4.1293 18.6633  -0.042
C -6.6196 -0.1839 25.2864  -0.552
H -12.0660 2.0134 23.4178  0.073
H -10.5584 -13.6908 22.6107  0.167
H -7.6500 -3.8548 23.3088  0.040
H -15.3823 -2.9669 22.5102  0.139
H -11.1841 0.0205 21.9569  0.074
H -13.0099 -5.0991 27.0848  0.122
H -10.4088 -4.0987 24.7015  0.031
H -9.5262 -2.7761 28.4379  0.174
H -10.9984 0.9478 24.1587  0.054
H -12.2208 -5.9580 22.3662  0.029
H -9.5988 -2.5070 24.6465  0.043
H -0.4635 -1.3499 29.5639  0.167
H -12.7557 -6.2249 28.3155  0.149
H -5.7573 -5.9452 23.4792  0.058
H -9.4172 -7.7878 26.2453  0.124
H -6.5329 -3.4364 17.9123  0.138
H -7.9289 -3.7672 18.8167  0.143
H -10.5381 -5.8926 22.0073  0.041
H -2.8842 -5.6763 24.4729  0.064
H -8.4481 -5.2961 23.9368  0.037
H -5.7892 -4.5272 27.6561  0.118
H -11.5723 -7.7187 20.4509  0.067
H -14.1982 -2.1574 23.3896  0.106
H -14.4630 -6.0130 22.7834  0.133
H -4.2942 -0.8106 26.7177  0.133
H -5.2078 -6.2038 25.1211  0.042
H -15.6659 -3.0229 28.4479  0.174
H -7.8071 -11.4087 23.5735  0.143
H -8.2740 -12.0208 25.1764  0.143
H -3.1619 -4.7255 30.4822  0.144
H -2.3866 -1.6445 25.0766  0.137
H -2.1296 -5.7961 29.4704  0.144
H -4.6576 0.9036 26.7137  0.153
H -10.5725 -8.3915 21.7244  0.061
H -3.3432 -5.7148 22.7441  0.069
H -5.0611 -2.5325 21.2431  0.148
H -7.6309 -7.2133 15.3439  0.170
H -13.0029 -3.9575 18.6956  0.176
H -7.0623 0.1997 23.1824  0.178
H -11.9015 -1.0345 23.1390  0.009

# 4
A cluster of 10 separate species, C6H28O9 in total in a non-equilibrium geometry. Source: the Open Molecules 2025 dataset; level of theory: wB97M-V/def2-TZVPD.

The SMILES is C=C/C=C/CC.O.O.O.O.O.O.O.O.O. The total energy comes out at -25099.007 eV. As for the spin multiplicity: 1. The calculation puts the frontier orbital gap at 8.314 eV. As for the energy above the lowest of the compared OMol25 structures with the same formula, charge and spin: 133.4 kcal/mol.

Each line ends with the natural charge from an NBO analysis.
Geometry (Å):
O 0.7312 -2.8725 1.3884  -0.940
O -0.9748 1.2570 -2.7929  -0.955
O -3.5706 0.8119 0.5638  -0.958
O 3.3402 0.6210 -1.3030  -0.957
O -3.2995 -1.2672 -1.6177  -0.928
O 3.1784 0.5901 1.7795  -0.955
O 1.5551 2.6342 -1.5919  -0.974
O -2.7567 -0.3465 2.6376  -0.947
O 0.4233 -0.6376 3.1115  -0.928
C 0.4717 2.6265 0.8777  -0.383
C 0.0512 -0.2992 -0.6494  -0.179
C 0.6580 -1.2666 -1.5325  -0.447
C 0.7552 0.3342 0.3039  -0.232
C -0.1655 -2.5605 -1.9149  -0.618
C 0.1274 1.3629 1.0694  -0.266
H 2.6825 1.3203 -1.3994  0.494
H 3.0775 0.7509 0.8094  0.479
H -0.1467 -0.0544 2.7993  0.464
H -4.0207 0.2069 1.0612  0.475
H -3.2139 1.5628 1.1486  0.484
H 1.7542 -1.6338 -1.0837  0.225
H -2.6354 -0.2414 3.5254  0.467
H -3.5113 -1.9981 -1.0892  0.464
H -0.3285 3.4056 1.2479  0.184
H 1.4222 -3.2143 2.1064  0.453
H 1.0542 -0.7658 -2.3602  0.202
H 1.8036 0.3572 0.5103  0.198
H 1.1715 -0.1373 3.2638  0.483
H -0.8077 0.9705 1.3470  0.202
H -1.8382 1.2151 -2.3062  0.490
H 0.5426 -3.4075 -1.6963  0.223
H -0.8502 0.3744 -3.0931  0.478
H 0.7514 3.2025 -1.5558  0.497
H 4.1442 0.8574 1.8172  0.469
H -2.4530 -1.2513 2.5110  0.483
H 1.3785 2.9952 0.4136  0.220
H 4.1533 1.0417 -1.3500  0.465
H 0.6627 -2.0744 1.8295  0.479
H 1.1234 1.9376 -2.1361  0.501
H -0.9979 -0.3513 -0.7158  0.212
H -3.9639 -0.6849 -1.4683  0.468
H -1.1581 -2.6752 -1.5115  0.209
H -0.3208 -2.6959 -2.9547  0.198

Number 1: molecular weight 204.18 Da. Number 2: molecular weight 353.23 Da. Number 3: molecular weight 1788.26 Da. Number 4: molecular weight 244.28 Da.